A structure of composition C20H23InNO9S in a non-equilibrium geometry. Source: the Open Molecules 2025 dataset; level of theory: the ωB97M-V functional and the def2-TZVPD basis.

**Energy**: -57042.0706 eV
**Highest occupied orbital energy**: -5.71 eV
**Relative energy (zero: lowest compared OMol25 entry of this formula, charge and spin)**: 33.2 kcal per mole
**Net charge**: -1
**E_LUMO**: 2.45 eV

Structure (XYZ):
```
55
C20H23InNO9S | the Open Molecules 2025 dataset | the ωB97M-V functional and the def2-TZVPD basis
In -0.753 0.782 0.956
O -2.812 -1.567 2.758
S -2.975 -0.220 2.256
O -4.235 0.378 2.482
O -1.779 0.674 2.775
O -2.688 -0.254 0.782
C 2.193 -1.231 7.419
O 2.337 -0.525 6.197
C 1.687 -0.847 5.041
C 1.167 -2.148 4.853
C 0.764 -2.523 3.623
C 0.750 -1.647 2.514
C 0.368 -2.013 1.166
C 0.513 -3.468 0.713
O -0.049 -1.191 0.330
C 1.057 -0.271 2.761
O 1.136 0.719 1.914
C 1.566 0.064 4.027
H 2.718 -0.649 8.175
H 2.534 -2.225 7.452
H 1.138 -1.223 7.634
H 1.174 -2.861 5.692
H 0.334 -3.518 3.372
H 1.560 -3.668 0.420
H -0.258 -3.658 -0.094
H 0.385 -4.028 1.669
H 2.089 1.062 4.139
C -1.260 4.326 -2.509
C 0.036 4.176 -1.894
C 0.220 3.159 -0.928
C -0.868 2.344 -0.540
C -2.099 2.508 -1.085
C -2.288 3.502 -2.023
H -1.590 5.046 -3.293
H 0.794 4.761 -2.370
H 1.152 3.063 -0.417
H -2.988 1.826 -0.918
H -3.182 3.746 -2.484
O -1.898 -0.042 -5.649
C -1.684 -0.825 -4.553
O -2.159 -1.926 -4.496
C -0.623 -0.239 -3.554
N -0.127 1.055 -4.020
C 1.310 0.945 -4.402
C 1.326 -0.575 -4.822
C 0.517 -1.189 -3.648
H -1.020 -0.147 -2.571
H -0.107 1.783 -3.279
H -1.318 0.803 -5.503
H 1.955 1.111 -3.536
H 1.560 1.531 -5.306
H 2.389 -0.831 -4.993
H 0.702 -0.628 -5.739
H 1.115 -1.013 -2.769
H 0.214 -2.212 -3.727
```


The ion C5H9N2 with charge +1 in a non-equilibrium geometry. Source: the Open Molecules 2025 dataset; level of theory: the ωB97M-V functional and the def2-TZVPD basis.

**Energy**: -8298.5406 eV
**Highest occupied orbital energy (spin up / spin down)**: -13.32 / -13.32 eV
**Relative energy (zero: lowest compared OMol25 entry of this formula, charge and spin)**: 165.8 kcal per mole
**Net charge**: +1
**E_LUMO (spin up / spin down)**: -7.25 / -7.25 eV

Structure (XYZ):
```
16
C5H9N2 | the Open Molecules 2025 dataset | the ωB97M-V functional and the def2-TZVPD basis
C -1.857 -2.194 -0.632
C 0.011 -1.041 -1.765
C 0.173 0.053 -0.698
C 0.142 1.993 1.459
C 0.413 0.445 1.650
N 0.283 -0.262 0.499
N -0.848 -2.164 -1.361
H -0.454 -0.542 -2.689
H 0.948 -1.619 -2.120
H 0.165 1.159 -0.887
H 0.938 2.390 0.862
H 0.255 2.425 2.450
H -0.801 1.990 0.849
H -0.212 0.026 2.394
H 1.394 0.360 1.931
H -0.550 -3.021 -1.942
```


A cluster of 2 separate species, C4H11N3O2 in total in a non-equilibrium geometry. Source: the Open Molecules 2025 dataset; level of theory: the ωB97M-V functional and the def2-TZVPD basis.

**SMILES**: CN=C(N)N.CC(=O)O
**Energy**: -12891.0182 eV
**Highest occupied orbital energy**: -8.35 eV
**Relative energy (zero: lowest compared OMol25 entry of this formula, charge and spin)**: 41.8 kcal per mole
**E_LUMO**: 0.74 eV

Structure (XYZ):
```
20
C4H11N3O2 | the Open Molecules 2025 dataset | the ωB97M-V functional and the def2-TZVPD basis
C -1.915 1.567 -2.209
C -1.416 1.253 -0.884
O -0.320 2.001 -0.524
O -1.770 0.445 -0.064
H -1.843 0.884 -3.064
H -1.513 2.457 -2.705
H -2.936 1.801 -2.103
C 1.459 -2.110 -0.923
C 0.891 -0.822 1.108
N 0.012 -0.863 2.205
N 0.638 -1.344 -0.005
N 2.144 -0.247 1.417
H -0.174 0.112 2.537
H -0.912 -1.157 1.956
H 0.207 1.729 0.224
H 2.840 -0.214 0.701
H 2.441 0.010 2.327
H 2.253 -1.477 -1.271
H 0.915 -2.625 -1.736
H 1.939 -2.984 -0.416
```